Here is C44H42N3O5Sr as an isolated structure from OMol25. Energies are from ωB97M-V with the def2-TZVPD basis set.

```
95
Properties=species:S:1:pos:R:3:lowdin_charge:R:1
Sr -0.088 -0.048 -1.386 1.546
C -1.500 -3.443 -2.267 -0.052
C -0.466 -3.941 -3.299 -0.369
C -1.098 -4.346 -4.606 -0.071
C 0.530 -2.814 -3.419 -0.229
C 0.572 -1.882 -4.470 -0.034
C 1.570 -0.907 -4.542 -0.039
C 2.622 -0.812 -3.615 -0.269
C 3.662 0.238 -3.849 -0.059
C 2.502 -1.682 -2.500 -0.064
C 1.470 -2.662 -2.428 -0.064
H -2.451 -4.029 -2.398 0.090
H -1.768 -2.391 -2.408 0.049
H -1.119 -3.721 -1.228 0.105
H 0.148 -4.789 -2.884 0.149
H -1.705 -3.566 -5.008 0.047
H -1.615 -5.245 -4.551 0.052
H -0.333 -4.608 -5.357 0.095
H -0.126 -1.845 -5.244 0.062
H 1.520 -0.254 -5.407 0.116
H 3.346 0.963 -4.637 0.084
H 4.601 -0.174 -4.245 0.076
H 3.955 0.854 -2.947 0.099
H 3.211 -1.714 -1.720 0.072
H 1.592 -3.391 -1.624 0.132
C -3.274 2.168 3.075 0.033
C -1.938 1.455 3.439 -0.488
C -1.842 1.191 4.959 0.019
O -1.681 0.226 2.692 -0.045
C -0.244 0.173 2.581 -0.165
C 0.119 1.614 2.237 -0.120
O -0.803 2.276 3.109 -0.037
C 0.237 2.337 0.808 -0.485
O 0.992 1.758 -0.163 -0.315
C 0.896 3.623 1.293 -0.168
C 0.127 4.644 1.910 -0.052
C 0.771 5.744 2.422 -0.088
C 2.185 5.970 2.269 -0.114
C 2.916 4.978 1.670 -0.107
C 2.272 3.813 1.177 -0.016
C -1.091 2.650 0.110 -0.141
C -2.151 1.738 0.020 -0.109
C -3.263 1.868 -0.804 -0.094
C -3.318 2.963 -1.621 -0.103
C -2.317 3.938 -1.551 -0.061
C -1.215 3.788 -0.707 -0.017
C 0.255 -1.104 1.784 -0.449
O -0.226 -1.256 0.520 -0.378
C -0.126 -2.401 2.477 -0.127
C 0.717 -3.481 2.746 -0.017
C 0.268 -4.704 3.326 -0.069
C -1.131 -4.846 3.518 -0.117
C -1.980 -3.815 3.174 -0.093
C -1.501 -2.618 2.621 -0.009
C 1.814 -0.917 1.937 -0.124
C 2.683 -1.050 0.855 -0.036
C 4.024 -1.099 0.994 -0.098
C 4.538 -0.979 2.234 -0.131
C 3.767 -0.628 3.294 -0.069
C 2.388 -0.721 3.179 -0.038
H -4.144 1.816 3.648 0.084
H -3.531 2.082 2.049 0.046
H -3.086 3.213 3.336 0.092
H -2.651 0.595 5.213 0.057
H -1.786 2.105 5.549 0.092
H -0.918 0.629 5.109 0.083
H 0.233 -0.044 3.554 0.118
H 1.116 1.824 2.615 0.151
H -0.962 4.618 1.935 0.118
H 0.253 6.555 2.998 0.103
H 2.700 6.802 2.732 0.084
H 4.009 5.016 1.626 0.094
H 2.877 3.054 0.649 0.117
H -2.061 0.849 0.657 0.107
H -3.990 1.044 -0.895 0.122
H -4.075 3.017 -2.347 0.082
H -2.405 4.837 -2.170 0.102
H -0.549 4.622 -0.566 0.111
H 1.758 -3.318 2.551 0.098
H 1.012 -5.430 3.647 0.088
H -1.531 -5.745 4.009 0.093
H -3.002 -3.936 3.306 0.072
H -2.268 -2.010 2.185 0.111
H 2.271 -0.979 -0.165 0.070
H 4.714 -1.337 0.166 0.116
H 5.580 -0.960 2.371 0.086
H 4.282 -0.339 4.219 0.111
H 1.812 -0.512 4.012 0.092
O -1.683 0.082 -3.252 -0.304
N -1.929 -0.714 -4.237 -0.082
C -2.501 -0.272 -5.280 -0.334
C -3.160 0.986 -5.486 -0.168
N -3.708 1.959 -5.759 0.148
C -2.338 -1.198 -6.343 -0.210
N -2.241 -2.001 -7.180 0.148
```

Summary:
Total energy   -61853.162 eV
Gap between HOMO and LUMO   7.87 eV
Total charge   -1
Spin multiplicity   1
ΔE to the lowest compared entry with this formula, charge and spin   93.1 kJ/mol

***

Here is C44H43BBrCl3F4N5O4W as an isolated structure from OMol25. Energies are from ωB97M-V with the def2-TZVPD basis set.

```
106
Properties=species:S:1:pos:R:3:lowdin_spin:R:1
W -0.006 0.026 0.379 1.598
C -2.570 2.541 1.392 0.001
C -1.919 2.786 0.064 0.007
C -2.184 4.021 -0.535 0.000
C -1.684 4.327 -1.779 0.006
C -0.961 3.360 -2.460 0.002
C -0.736 2.148 -1.834 0.007
N -1.149 1.881 -0.569 0.008
C -0.059 1.031 -2.542 0.013
C 0.322 1.113 -3.870 -0.003
C 0.961 0.024 -4.447 0.016
C 1.136 -1.130 -3.711 -0.002
C 0.686 -1.173 -2.394 0.020
N 0.155 -0.086 -1.816 0.018
C 0.615 -2.442 -1.637 0.006
C 1.355 -3.559 -1.977 0.004
C 1.065 -4.745 -1.315 0.003
C 0.040 -4.766 -0.394 0.005
C -0.635 -3.586 -0.079 0.007
C -1.745 -3.581 0.924 0.001
N -0.311 -2.437 -0.672 0.045
H -3.574 2.962 1.355 0.000
H -2.032 3.058 2.189 0.000
H -2.643 1.491 1.643 0.000
H -2.802 4.725 0.005 0.000
H -1.876 5.289 -2.236 0.000
H -0.599 3.555 -3.456 0.000
H 0.126 1.997 -4.454 -0.001
H 1.284 0.070 -5.477 0.001
H 1.566 -2.014 -4.156 0.000
H 2.137 -3.514 -2.719 0.000
H 1.630 -5.642 -1.530 0.000
H -0.233 -5.680 0.114 0.000
H -1.977 -4.595 1.245 0.000
H -2.646 -3.146 0.490 0.000
H -1.479 -2.988 1.798 0.000
C 0.074 2.073 7.271 0.001
C -0.373 3.073 6.194 0.001
C -1.830 3.486 6.441 0.001
C 0.516 4.312 6.276 0.000
C -0.290 2.392 4.836 0.010
C -1.005 1.222 4.589 -0.001
C -0.911 0.589 3.369 0.013
N -0.162 1.078 2.373 0.015
C 0.532 2.208 2.582 0.010
C 0.491 2.885 3.793 -0.001
C 1.367 2.639 1.438 0.008
C 2.122 3.798 1.447 0.000
C 2.937 4.111 0.363 0.009
C 2.971 3.191 -0.682 -0.002
C 2.198 2.052 -0.634 0.010
N 1.375 1.787 0.390 0.000
C 3.765 5.386 0.298 0.001
C 5.237 5.019 0.067 0.000
C 3.657 6.210 1.579 0.000
C 3.251 6.225 -0.881 0.001
H 0.008 2.541 8.253 0.000
H 1.106 1.760 7.112 0.000
H -0.550 1.181 7.286 0.000
H -1.910 3.987 7.406 0.000
H -2.498 2.625 6.456 0.000
H -2.181 4.175 5.671 0.000
H 0.432 4.748 7.271 0.000
H 0.218 5.079 5.559 0.000
H 1.568 4.071 6.114 0.000
H -1.625 0.767 5.348 0.000
H -1.430 -0.332 3.160 0.001
H 1.078 3.777 3.930 0.000
H 2.087 4.450 2.303 0.000
H 3.612 3.335 -1.539 0.000
H 2.251 1.312 -1.417 0.000
H 5.617 4.383 0.867 0.000
H 5.837 5.928 0.041 0.000
H 5.387 4.499 -0.878 0.000
H 4.005 5.655 2.451 0.000
H 2.636 6.548 1.763 0.000
H 4.281 7.099 1.488 0.000
H 3.370 5.700 -1.829 0.000
H 3.812 7.157 -0.943 0.000
H 2.195 6.473 -0.757 0.000
F 1.890 -0.638 0.026 0.056
B 3.780 -0.887 0.253 0.001
F 3.822 -0.797 1.581 0.000
F 3.895 -2.062 -0.350 -0.001
F 4.199 0.188 -0.441 0.001
Cl 2.053 -0.909 4.361 0.001
C 1.386 -2.440 3.735 0.000
Cl 2.465 -3.756 4.137 0.000
Cl -0.208 -2.732 4.485 0.000
C 1.203 -2.302 2.181 0.006
O 1.780 -3.047 1.442 0.012
O 0.356 -1.357 1.914 0.035
Br -5.607 -1.863 4.410 0.000
C -5.534 -1.375 2.584 0.000
C -6.708 -1.249 1.860 0.000
C -6.643 -0.893 0.519 0.000
C -5.419 -0.664 -0.087 0.000
C -4.248 -0.788 0.655 0.000
C -4.303 -1.148 1.996 0.001
C -2.935 -0.514 -0.019 0.009
O -2.832 -0.385 -1.220 0.003
O -1.934 -0.396 0.839 0.035
H -7.661 -1.431 2.337 0.000
H -7.557 -0.796 -0.051 0.000
H -5.351 -0.396 -1.131 0.000
H -3.394 -1.259 2.567 0.000
```

Summary:
Total energy   -182955.042 eV
Gap between HOMO and LUMO (spin up / spin down)   6.75 / 7.28 eV
Expectation value of S²   2.0097
Total charge   +1
Spin multiplicity   3
ΔE to the lowest compared entry with this formula, charge and spin   12.4 kJ/mol

***

Here is C44H43BMnN5O2SeTe as an isolated structure from OMol25. Energies are from ωB97M-V with the def2-TZVPD basis set.

```
98
Properties=species:S:1:pos:R:3:lowdin_spin:R:1
Mn -0.977 -0.520 -0.222 4.042
B -4.529 -1.272 -0.096 0.001
N -3.425 -2.377 -0.077 0.005
C -3.688 -3.677 -0.227 0.004
C -2.546 -4.409 0.069 0.002
C -1.605 -3.442 0.392 0.010
N -2.148 -2.221 0.314 0.034
N -3.975 0.200 -0.215 0.003
C -4.823 1.232 -0.221 0.005
C -4.109 2.413 -0.123 0.002
C -2.786 1.998 -0.063 0.007
N -2.714 0.665 -0.126 0.004
H -5.135 -1.326 0.945 0.000
H -5.243 -1.491 -1.044 0.000
H -4.676 -3.994 -0.516 0.001
H -2.424 -5.477 0.043 0.000
H -0.565 -3.552 0.660 0.001
H -5.884 1.047 -0.265 0.000
H -4.492 3.418 -0.091 0.000
H -1.890 2.588 0.030 0.001
C 3.363 -0.503 5.485 0.001
C 2.281 -0.408 4.441 0.006
C 0.977 -0.032 4.777 0.001
C -0.029 0.032 3.838 0.004
C -1.393 0.478 4.281 0.001
O -1.495 1.516 4.903 0.001
C -2.574 -0.394 4.025 0.000
C -2.426 -1.723 3.644 0.000
C -3.541 -2.531 3.485 0.000
C -4.806 -2.007 3.702 0.000
C -4.960 -0.678 4.076 0.000
C -3.848 0.127 4.241 0.000
C 0.239 -0.242 2.478 0.006
O -0.738 -0.129 1.628 0.047
C 1.565 -0.560 2.108 0.006
C 2.547 -0.656 3.113 0.001
C 1.961 -0.664 0.709 0.010
N 1.142 -0.667 -0.296 -0.005
C 1.708 -0.664 -1.660 0.003
C 2.040 0.727 -2.182 0.000
Te 0.499 2.174 -1.844 0.031
C 1.450 3.001 -0.144 0.002
C 2.595 3.781 -0.301 0.001
C 3.260 4.278 0.811 0.000
C 2.782 4.009 2.088 0.000
C 1.629 3.256 2.250 0.000
C 0.963 2.757 1.135 0.000
C 3.443 -0.734 0.477 0.000
C 4.061 -1.951 0.217 0.000
C 5.436 -2.008 0.043 0.000
C 6.196 -0.850 0.131 0.000
C 5.579 0.364 0.403 0.000
C 4.205 0.423 0.585 0.000
H 2.950 -0.386 6.486 0.000
H 4.119 0.273 5.346 0.000
H 3.872 -1.467 5.445 0.000
H 0.733 0.214 5.805 0.000
H -1.438 -2.128 3.469 0.000
H -3.423 -3.561 3.175 0.000
H -5.680 -2.631 3.562 0.000
H -5.951 -0.270 4.229 0.000
H -3.941 1.163 4.538 0.000
H 3.559 -0.919 2.833 0.000
H 0.954 -1.113 -2.293 -0.001
H 2.599 -1.290 -1.714 0.000
H 2.210 0.677 -3.257 0.000
H 2.927 1.145 -1.709 0.000
H 2.969 4.000 -1.294 0.001
H 4.150 4.881 0.680 0.000
H 3.303 4.396 2.954 0.000
H 1.241 3.044 3.239 0.000
H 0.067 2.168 1.275 0.000
H 3.464 -2.854 0.155 0.000
H 5.914 -2.958 -0.157 0.000
H 7.268 -0.894 -0.005 0.000
H 6.169 1.268 0.484 0.000
H 3.724 1.363 0.825 0.000
C 0.849 1.847 -7.186 -0.003
C 0.231 1.067 -6.059 -0.016
C 0.720 -0.178 -5.689 0.003
C 0.171 -0.910 -4.640 -0.015
C 0.722 -2.288 -4.377 -0.002
C -0.894 -0.357 -3.909 -0.008
Se -1.650 -1.339 -2.442 -0.184
C -1.467 0.858 -4.329 -0.013
C -2.729 1.432 -3.741 0.000
C -0.876 1.555 -5.380 0.004
H 1.748 1.358 -7.559 0.000
H 1.118 2.854 -6.864 -0.001
H 0.151 1.948 -8.019 -0.001
H 1.549 -0.605 -6.244 0.000
H 1.279 -2.630 -5.249 0.000
H -0.071 -3.003 -4.167 -0.002
H 1.404 -2.317 -3.523 0.000
H -2.993 0.986 -2.788 0.001
H -3.560 1.256 -4.429 -0.001
H -2.636 2.512 -3.612 0.000
H -1.307 2.506 -5.678 0.001
```

Summary:
Total energy   -162510.404 eV
Gap between HOMO and LUMO (spin up / spin down)   6.42 / 7.74 eV
Expectation value of S²   6.2394
Total charge   0
Spin multiplicity   5